# 1
The following is a quantum chemistry calculation of 2 unconnected molecules or ions with the total composition CH3BF2O2, from OMol25.

Values from the calculation:
HOMO energy (alpha / beta), eV: -10.28 / -8.44
Strongest force on any atom, eV/A: 1.11
DFT total energy, hartree: -414.92226
LUMO energy (alpha / beta), eV: 0.0180 / -0.4054
M, g/mol: 95.8

The geometry in ORCA input format:
```
! RIJCOSX wB97M-V def2-TZVPD def2/J DEFGRID3
* xyz 0 1
B 0.3282 0.1790 0.2747
C -1.1098 -0.1785 -0.2265
O 0.5716 1.4928 0.4546
O 1.1686 -0.8386 0.5340
F -1.7858 -1.2197 0.2503
F -1.9747 0.7460 -0.6150
H -0.6674 -1.3097 -2.3287
H 1.4189 1.7658 0.8079
H 2.0504 -0.6371 0.8488
*
```

---

# 2
The following is a quantum chemistry calculation of a molecular structure, C11H16CuN2O5S2, from OMol25.

Values from the calculation:
HOMO energy (alpha / beta), eV: -8.22 / -8.13
Strongest force on any atom, eV/A: 0.30
DFT total energy, hartree: -3351.34297
LUMO energy (alpha / beta), eV: 0.1359 / -0.6193
M, g/mol: 383.9

The geometry in ORCA input format:
```
! RIJCOSX wB97M-V def2-TZVPD def2/J DEFGRID3
* xyz 0 2
Cu 1.0270 0.0579 0.7600
C 2.0227 2.9694 1.1945
O 1.0817 2.2120 0.4250
C -0.2632 2.6960 0.5540
C -0.9529 2.1112 1.7643
O -1.0581 0.7196 1.5531
C -1.4091 -0.0025 2.7381
H 2.0387 3.9961 0.8236
H 2.9941 2.5017 1.0659
H 1.7683 2.9563 2.2553
H -0.7869 2.3869 -0.3510
H -0.2537 3.7873 0.6088
H -1.9463 2.5623 1.8722
H -0.3798 2.3118 2.6775
H -2.4036 0.3010 3.0749
H -0.6682 0.1737 3.5207
H -1.3984 -1.0582 2.4860
O 2.9907 -2.6786 2.0244
S 1.7987 -1.9771 2.4110
O 1.1057 -2.4564 3.5786
O 0.8282 -1.8339 1.2339
S 2.2246 0.0430 2.6351
N 0.6015 -0.0263 -3.3842
C 1.0137 0.4606 -2.1936
N 0.4931 -0.1841 -1.1839
C -0.3206 -1.1730 -1.7352
C -1.1071 -2.1448 -1.1182
C -1.8194 -2.9895 -1.9414
C -1.7569 -2.8848 -3.3422
C -0.9776 -1.9310 -3.9622
C -0.2626 -1.0801 -3.1250
H 0.8884 0.3068 -4.2871
H 1.6943 1.2919 -2.1011
H -1.1190 -2.2369 -0.0420
H -2.4349 -3.7626 -1.5016
H -2.3301 -3.5735 -3.9484
H -0.9230 -1.8520 -5.0397
*
```

---

The calculation returns the following ΔE to the lowest compared entry with this formula, charge and spin values, one per record and in order: 90.7; 0.0 kcal/mol.